(1)
Entry from OMol25: an isolated molecule of C5H12O (the ωB97M-V functional and the def2-TZVPD basis).

* orbital gap: 11.13 eV
* electronic energy: -272.9411 a.u.
* multiplicity: 1
* relative energy (zero: lowest compared OMol25 entry of this formula, charge and spin): 0.206 eV

Positions of all 18 atoms, in Å:
C1 -1.4209 1.3497 -0.2371
C2 -0.5941 0.1833 0.3007
C3 -1.0934 -1.1371 -0.2903
C4 0.9039 0.4204 0.0226
C5 1.8319 -0.4892 0.8453
O1 1.1947 0.3296 -1.3668
H1 -1.1452 2.2865 0.2607
H2 -1.2417 1.4714 -1.3116
H3 -2.4925 1.1856 -0.0776
H4 -0.7169 0.1383 1.3934
H5 -0.5026 -2.0009 0.0391
H6 -2.1312 -1.3175 0.0081
H7 -1.0760 -1.1026 -1.3869
H8 1.1222 1.4680 0.2634
H9 2.6898 0.0644 1.2382
H10 2.2320 -1.2927 0.2174
H11 1.3169 -0.9547 1.6920
H12 1.1232 -0.6024 -1.6106



(2)
Entry from OMol25: a structure of composition C2H6I2N3 in a non-equilibrium geometry (the ωB97M-V functional and the def2-TZVPD basis).

* total charge: +1
* orbital gap: 8.96 eV
* electronic energy: -839.1594 a.u.
* multiplicity: 1
* relative energy (zero: lowest compared OMol25 entry of this formula, charge and spin): 1.134 eV

Positions of all 13 atoms, in Å:
C1 0.7937 0.1493 0.0337
C2 -2.0902 0.1325 -0.4379
N1 1.7721 0.4750 0.8325
N2 1.1347 -0.8227 -0.8720
N3 -0.3520 0.6268 0.4067
I1 -3.3611 1.6457 -0.3190
I2 -2.6450 -1.7987 0.3128
H1 -1.6234 -0.0872 -1.4741
H2 2.7147 0.1618 0.6528
H3 1.6236 0.9007 1.7126
H4 1.9968 -1.2413 -0.7702
H5 0.3874 -1.3572 -1.3231
H6 -0.3513 1.2152 1.2451



(3)
Entry from OMol25: a structure of composition C38H41ClN5O4P2Re (the ωB97M-V functional and the def2-TZVPD basis).

* total charge: +3
* orbital gap (spin up / spin down): 6.10 / 6.33 eV
* electronic energy: -3267.8355 a.u.
* multiplicity: 2
* relative energy (zero: lowest compared OMol25 entry of this formula, charge and spin): 1.074 eV

Positions of all 92 atoms, in Å:
Re1 0.7675 -0.3102 -0.1697
N1 -0.6316 0.6015 -1.7292
C1 -1.9614 0.7881 -1.0974
C2 -3.1275 0.8502 -2.0784
C3 -3.5886 -0.4786 -2.7191
C4 -5.1107 -0.6164 -2.7105
N2 -5.6535 -0.8337 -1.3667
C5 -6.1882 -1.9537 -0.8832
N3 -6.4859 -2.0255 0.4150
N4 -6.4521 -2.9997 -1.6671
C6 -2.1462 -0.2844 -0.0564
O1 -3.1996 -0.4633 0.4840
O2 -1.0432 -1.0045 0.1928
H1 -0.2731 1.4882 -2.0753
H2 -0.7025 -0.0219 -2.5293
H3 -1.9288 1.7179 -0.5323
H4 -2.8534 1.5533 -2.8693
H5 -3.9537 1.3225 -1.5427
H6 -3.1507 -1.3506 -2.2191
H7 -3.2751 -0.5126 -3.7647
H8 -5.4179 -1.4269 -3.3637
H9 -5.5572 0.2916 -3.1135
H10 -5.4245 -0.1302 -0.6798
H11 -6.1963 -1.3031 1.0528
H12 -6.9560 -2.8251 0.8006
H13 -6.3730 -2.9420 -2.6659
H14 -6.9470 -3.7969 -1.3011
Cl1 3.0283 6.6720 0.6731
C7 2.3031 5.1211 0.6806
C8 1.0429 4.9436 1.3157
C9 0.4163 3.7293 1.3413
C10 1.0024 2.6178 0.7215
O3 0.3781 1.4653 0.7443
C11 2.2767 2.7863 0.1042
C12 2.9386 1.7316 -0.4820
O4 2.5134 0.5105 -0.6021
C13 2.9118 4.0656 0.1013
H15 0.5786 5.8003 1.7912
H16 -0.5409 3.6018 1.8324
H17 3.9376 1.9111 -0.8734
H18 3.8831 4.1873 -0.3690
C14 1.4619 -4.5451 0.7965
N5 1.6629 -3.1125 0.5114
P1 1.7643 -2.3646 -1.0232
C15 3.5045 -2.3392 -1.4766
C16 4.4387 -3.1080 -0.7883
C17 5.7625 -3.1295 -1.2169
C18 6.1461 -2.3981 -2.3345
C19 5.2100 -1.6427 -3.0336
C20 3.8934 -1.6092 -2.6048
C21 0.9611 -3.3719 -2.2638
C22 1.6598 -4.3913 -2.9149
C23 1.0500 -5.0931 -3.9435
C24 -0.2406 -4.7663 -4.3419
C25 -0.9396 -3.7506 -3.7000
C26 -0.3415 -3.0577 -2.6608
P2 1.4057 -1.8352 1.5684
C27 0.4296 -2.4113 2.9486
C28 -0.9031 -2.0445 3.1477
C29 -1.5575 -2.4691 4.2961
C30 -0.8923 -3.2492 5.2301
C31 0.4348 -3.6127 5.0295
C32 1.1037 -3.1880 3.8971
C33 2.8756 -1.0951 2.2783
C34 4.1460 -1.6600 2.3078
C35 5.1663 -1.0087 2.9855
C36 4.9261 0.1983 3.6275
C37 3.6595 0.7733 3.5943
C38 2.6322 0.1331 2.9176
H19 2.2277 -4.9294 1.4702
H20 1.5192 -5.1003 -0.1363
H21 0.4843 -4.7132 1.2431
H22 4.1370 -3.7132 0.0598
H23 6.4937 -3.7252 -0.6823
H24 7.1770 -2.4267 -2.6689
H25 5.5088 -1.0918 -3.9186
H26 3.1617 -1.0223 -3.1543
H27 2.6782 -4.6303 -2.6282
H28 1.5889 -5.8879 -4.4465
H29 -0.7019 -5.3039 -5.1611
H30 -1.9433 -3.5013 -4.0211
H31 -0.8887 -2.2833 -2.1319
H32 -1.4214 -1.4392 2.4206
H33 -2.5870 -2.1808 4.4653
H34 -1.4052 -3.5728 6.1263
H35 0.9526 -4.2123 5.7669
H36 2.1466 -3.4512 3.7595
H37 4.3461 -2.6010 1.8135
H38 6.1539 -1.4526 3.0191
H39 5.7279 0.6902 4.1644
H40 3.4719 1.7081 4.1066
H41 1.6392 0.5748 2.9033



(4)
Entry from OMol25: a cluster of 2 separate species, C3H3P in total in a non-equilibrium geometry (the ωB97M-V functional and the def2-TZVPD basis).

* orbital gap: 10.30 eV
* electronic energy: -457.2911 a.u.
* multiplicity: 1
* relative energy (zero: lowest compared OMol25 entry of this formula, charge and spin): 1.467 eV

Positions of all 7 atoms, in Å:
C1 -1.7500 -0.4810 0.0935
C2 -2.3249 0.5613 -0.0574
H1 -1.6413 -1.5078 -0.1044
H2 -2.4732 1.5784 0.1517
C3 3.0683 0.0371 -0.0327
P1 1.5026 0.1943 0.0609
H3 4.0769 0.2304 -0.3245